{
  "formula": "C2H7NO4",
  "method": "wB97M-V/def2-TZVPD",
  "elements": ["O", "C", "N", "C", "O", "H", "H", "H", "H", "H", "O", "H", "H", "O"],
  "coordinates": [[-0.178, 0.126, 3.275], [0.129, -0.326, 2.185], [1.436, -0.392, 1.717], [1.604, -0.717, 0.376], [0.676, -0.771, -0.398], [-0.609, -0.627, 1.459], [2.228, -0.086, 2.262], [2.641, -0.682, 0.017], [-1.028, 1.779, -1.630], [-1.818, 2.918, -1.110], [-1.268, 2.656, -1.885], [-0.737, -0.911, -1.574], [-1.749, -1.942, -2.309], [-1.329, -1.026, -2.385]],
  "e_above_lowest_kcal_mol": 22.5,
  "charge": 1,
  "spin_multiplicity": 2,
  "lumo_ev": [-6.73, -11.02],
  "s2": 0.759,
  "orbital_gap_ev": [7.3, 3.0]
}